DFT (the ωB97M-V functional and the def2-TZVPD basis) results for a 14-piece molecular cluster, H28O14 overall.

Geometry as ORCA input:
```
! RIJCOSX wB97M-V def2-TZVPD def2/J DEFGRID3
* xyz 0 1
H 2.927 0.021 -0.438
H 0.047 3.464 0.646
H -2.342 -2.845 -1.571
H 0.053 0.568 0.220
H 2.005 1.945 0.589
O -2.556 -0.634 1.328
O 1.457 -3.465 0.521
H 3.154 -0.983 -1.443
O 1.777 -1.121 2.196
H -1.674 -3.889 0.853
H 1.795 -2.699 0.965
O -2.272 0.326 -1.646
O -1.350 -3.207 0.302
H -1.290 2.819 -0.710
O 0.472 -1.539 -2.159
H -0.035 2.196 -2.275
H -0.924 -0.561 0.370
H -2.468 0.232 1.810
H -0.092 4.446 1.661
H 1.460 2.768 2.412
H -0.468 -1.772 -2.171
H 0.374 0.792 -2.385
H 2.598 -0.608 2.217
O -1.196 2.170 0.007
O 0.773 1.622 -2.379
O -2.187 -2.297 -2.339
O 2.856 -0.953 -0.504
H -2.380 -1.306 1.978
H -2.404 -1.418 -1.951
O 1.163 1.983 1.988
O 0.237 4.366 0.754
H -0.420 -3.043 0.613
H 0.286 1.860 2.361
H 1.890 1.721 -0.909
H -3.070 0.515 -2.154
H -2.317 0.898 -0.891
H 1.295 -0.873 1.407
H -1.735 2.589 0.706
O 2.527 1.715 -0.178
H 1.490 -4.183 1.182
H 0.489 -1.219 -1.270
O 0.056 -0.400 0.287
*
```

ΔE to the lowest compared entry with this formula, charge and spin in kJ/mol: 195.9

DFT (the ωB97M-V functional and the def2-TZVPD basis) results for C10H24GaO3 as an isolated structure.

Geometry as ORCA input:
```
! RIJCOSX wB97M-V def2-TZVPD def2/J DEFGRID3
* xyz -1 1
C 6.345 0.338 -2.225
H -2.714 0.598 -0.342
H 7.154 0.094 -1.542
H -5.030 -0.043 1.654
H -1.510 1.926 2.869
H -2.789 0.863 2.322
H 6.318 -0.370 -3.052
C -1.823 0.036 -0.035
H 1.078 -1.243 -1.953
H 0.137 -0.113 -2.921
C 1.712 0.805 -1.821
C 1.146 -0.362 -2.592
C -1.064 0.909 0.990
C -2.031 1.566 1.977
O 4.006 0.981 -3.244
C 0.069 0.130 1.676
C -4.943 -0.915 2.312
H -0.194 -0.921 1.783
H 1.007 0.195 1.117
H -2.199 -1.325 3.477
O 3.013 0.490 -1.267
H -3.267 -3.429 2.274
Ga -3.103 -1.807 2.215
C 4.037 0.604 -2.097
H 1.102 1.037 -0.952
O 5.152 0.245 -1.446
H -0.604 1.725 0.413
H 1.755 -0.593 -3.466
C -2.251 -1.375 0.399
H 6.467 1.343 -2.625
H -3.015 -1.710 -0.315
H -5.154 -0.576 3.331
H -1.198 -0.025 -0.940
H -2.541 2.415 1.515
H -1.413 -2.068 0.253
H 1.813 1.691 -2.447
H 0.262 0.500 2.684
H -5.731 -1.618 2.024
*
```

It is found that the electronic energy values, taken in the order of the records, are -29119.6213 -69277.9950 eV.
It is found that the LUMO values, taken in the order of the records, are -1.232 2.472 eV.
It is found that the maximum force values, taken in the order of the records, are 3.64 0.19 eV/A.